No. 1
Molecular formula: C7H14F3MgO4S
Method: DFT, ωB97M-V/def2-TZVPD

Atoms and positions in Å:
1 S 1.44 1.34 -0.92
2 O 0.47 1.62 0.22
3 C 2.37 0.85 -2.39
4 F 3.61 1.27 -2.31
5 F 2.44 -0.37 -2.88
6 F 1.70 1.59 -3.31
7 C -0.88 -3.27 1.29
8 O -0.94 -1.94 0.63
9 C -1.01 -2.52 -0.66
10 C -0.94 -0.93 2.61
11 O 0.00 -0.72 -1.39
12 C -3.46 0.32 0.85
13 C -3.57 1.42 -0.18
14 O -2.23 1.85 -0.51
15 C -2.21 3.12 -1.13
16 Mg -1.05 0.29 0.17
17 H -1.78 -3.57 1.84
18 H -0.82 -4.28 0.85
19 H -0.07 -3.56 1.97
20 H -0.38 -3.22 -1.25
21 H -1.71 -3.05 -1.33
22 H -0.12 -1.01 3.35
23 H -1.72 -1.06 3.37
24 H -3.65 -0.52 1.54
25 H -4.43 0.55 1.31
26 H -4.14 2.27 0.23
27 H -4.08 1.13 -1.10
28 H -1.76 3.02 -2.13
29 H -3.17 3.62 -1.31
30 H -1.55 3.77 -0.55

Gap between HOMO and LUMO (alpha / beta)   6.6301 / 6.4894 eV
Net charge   +1
LUMO energy (alpha / beta)   -5.4197 / -5.3608 eV
HOMO (alpha / beta)   -0.44282 / -0.43549 Ha

No. 2
Molecular formula: C31H49N2O2P2Ru
Method: DFT, ωB97M-V/def2-TZVPD

Atoms and positions in Å:
1 C 2.27 -0.76 1.20
2 C 1.63 1.47 1.45
3 C 3.50 -0.51 1.82
4 C 2.83 1.78 2.17
5 C 3.79 0.77 2.33
6 H 4.22 -1.32 1.87
7 H 3.03 2.88 2.44
8 H 4.71 1.01 2.83
9 N 1.24 0.12 1.31
10 P 0.30 -2.43 0.27
11 P -0.94 2.19 0.46
12 C 2.08 -1.98 0.34
13 H 2.40 -1.81 -0.71
14 H 2.70 -2.80 0.66
15 C -2.04 -0.63 -1.04
16 O -2.90 -0.78 -1.82
17 C 1.01 2.45 0.53
18 H 1.26 3.53 0.73
19 C -1.46 3.65 -0.73
20 C -2.38 1.87 1.66
21 C 0.24 -3.39 -1.38
22 C 0.17 -3.56 1.80
23 C -1.96 2.89 -1.99
24 H -2.79 2.18 -1.79
25 H -2.32 3.65 -2.74
26 H -1.12 2.31 -2.42
27 C -2.53 4.64 -0.24
28 H -3.55 4.24 -0.11
29 H -2.23 5.16 0.69
30 H -2.65 5.44 -1.02
31 C -0.27 4.58 -1.12
32 H -0.58 5.12 -2.06
33 H -0.05 5.36 -0.36
34 H 0.64 3.98 -1.31
35 C -3.67 1.79 0.83
36 H -3.63 0.97 0.09
37 H -4.53 1.60 1.49
38 H -3.90 2.70 0.28
39 C -2.25 0.45 2.33
40 H -2.24 -0.32 1.50
41 H -1.33 0.38 2.94
42 H -3.14 0.30 2.98
43 C -2.41 2.97 2.69
44 H -2.72 3.94 2.26
45 H -3.17 2.71 3.46
46 H -1.44 3.09 3.21
47 C -1.00 -4.55 1.72
48 H -1.08 -5.05 2.71
49 H -1.96 -4.03 1.53
50 H -0.81 -5.35 0.98
51 C -0.06 -2.63 3.02
52 H 0.73 -1.87 3.10
53 H -1.04 -2.12 2.94
54 H -0.06 -3.25 3.93
55 C 1.47 -4.37 2.06
56 H 1.27 -5.06 2.90
57 H 1.77 -4.97 1.19
58 H 2.30 -3.72 2.38
59 C 0.61 -2.44 -2.56
60 H 1.64 -2.06 -2.46
61 H 0.53 -3.02 -3.50
62 H -0.07 -1.58 -2.60
63 C -1.20 -3.93 -1.58
64 H -1.93 -3.10 -1.63
65 H -1.22 -4.47 -2.55
66 H -1.47 -4.63 -0.78
67 C 1.21 -4.59 -1.39
68 H 2.27 -4.27 -1.30
69 H 0.94 -5.35 -0.63
70 H 1.10 -5.08 -2.38
71 Ru -0.67 -0.26 0.06
72 N 0.49 0.56 -1.22
73 C 1.11 1.71 -0.94
74 C 2.01 2.15 -2.06
75 C 1.58 1.76 -3.31
76 C 3.30 2.77 -1.92
77 C 2.39 1.93 -4.39
78 H 0.61 1.26 -3.41
79 C 4.13 2.91 -3.02
80 H 3.60 3.08 -0.92
81 C 3.65 2.50 -4.30
82 H 2.00 1.62 -5.39
83 H 5.12 3.36 -2.95
84 H 4.29 2.68 -5.18
85 O -3.43 -2.65 1.96
86 H -3.83 -2.91 2.82
87 H -4.11 -2.86 1.29

Gap between HOMO and LUMO (alpha / beta)   6.1551 / 4.7132 eV
Net charge   +3
LUMO energy (alpha / beta)   -9.8070 / -12.6758 eV
Expectation value of S²   6.063
HOMO (alpha / beta)   -0.58660 / -0.63903 Ha
Spin multiplicity   5

No. 3
Molecular formula: C5H13N2O
Method: DFT, ωB97M-V/def2-TZVPD

Atoms and positions in Å:
1 C -2.01 -0.37 -0.25
2 N -0.62 -0.48 -0.15
3 C 0.21 -0.50 -1.41
4 C 1.54 -0.91 -0.89
5 C 1.53 -0.94 0.67
6 C 0.17 -0.38 0.96
7 O 0.56 1.16 1.43
8 N 0.23 2.07 0.47
9 H -2.39 0.50 -0.87
10 H -2.35 -1.22 -0.62
11 H -2.27 -0.25 0.82
12 H 0.12 0.49 -1.97
13 H -0.28 -1.26 -2.02
14 H 2.24 -0.11 -1.22
15 H 1.82 -1.90 -1.23
16 H 1.55 -1.81 1.20
17 H 2.26 -0.35 1.21
18 H -0.26 -0.54 1.92
19 H 0.65 1.83 -0.46
20 H -0.83 1.99 0.32
21 H 0.62 3.08 0.59

Gap between HOMO and LUMO   9.9159 eV
Net charge   +1
SMILES   CN1CCC[C@H]1O[NH3+]
Relative energy (zero: lowest compared OMol25 entry of this formula, charge and spin)   448.7 kJ/mol
LUMO energy   -3.6360 eV
HOMO   -0.49802 Ha

No. 4
Molecular formula: C4H3LiNiO
Method: DFT, ωB97M-V/def2-TZVPD

Atoms and positions in Å:
1 C 0.18 1.64 0.45
2 C -0.81 2.27 0.09
3 H -1.70 2.81 -0.19
4 Li -0.54 0.51 -1.24
5 O 1.68 -1.13 0.88
6 C 0.72 -1.52 0.31
7 C -0.40 -1.64 -0.40
8 Ni 1.96 1.05 1.16
9 H 0.26 -2.28 -1.18
10 H -1.36 -1.72 0.12

Gap between HOMO and LUMO (alpha / beta)   6.5982 / 9.1197 eV
Net charge   +1
Relative energy (zero: lowest compared OMol25 entry of this formula, charge and spin)   0.0 kJ/mol
LUMO energy (alpha / beta)   -4.0812 / -5.6234 eV
Expectation value of S²   3.753
HOMO (alpha / beta)   -0.39246 / -0.54180 Ha
Spin multiplicity   4

No. 5
Molecular formula: C3H6O2S
Method: DFT, ωB97M-V/def2-TZVPD

Atoms and positions in Å:
1 C -0.52 1.14 0.90
2 C 0.37 0.39 1.78
3 C -0.50 0.00 -1.77
4 O -1.54 1.71 0.82
5 O 2.01 0.38 -0.70
6 S 0.79 1.13 -1.03
7 H -0.06 0.18 2.87
8 H 0.64 -0.50 1.33
9 H 1.41 0.98 1.88
10 H -0.41 -0.84 -0.98
11 H -0.13 -0.22 -2.77
12 H -1.33 0.57 -1.86

Gap between HOMO and LUMO   8.4610 eV
Net charge   0
Relative energy (zero: lowest compared OMol25 entry of this formula, charge and spin)   307.2 kJ/mol
LUMO energy   0.4724 eV
HOMO   -0.29358 Ha

No. 6
Molecular formula: C20H20GaN2O3Se
Method: DFT, ωB97M-V/def2-TZVPD

Atoms and positions in Å:
1 Ga -0.01 -0.26 -0.69
2 C -3.30 -1.80 4.96
3 O -2.75 -0.48 5.09
4 C -2.09 0.04 4.06
5 C -1.63 1.36 4.25
6 C -0.93 1.96 3.25
7 C -0.65 1.31 2.01
8 C 0.12 1.98 1.04
9 C 0.69 3.34 1.28
10 O 0.40 1.49 -0.11
11 C -1.16 -0.01 1.84
12 O -1.01 -0.73 0.73
13 C -1.86 -0.63 2.87
14 H -3.87 -1.97 5.87
15 H -2.51 -2.53 4.87
16 H -3.97 -1.85 4.10
17 H -1.84 1.86 5.18
18 H -0.58 2.97 3.40
19 H 1.27 3.36 2.21
20 H -0.11 4.08 1.37
21 H 1.33 3.61 0.45
22 H -2.22 -1.64 2.70
23 Se 0.08 -0.70 -2.94
24 C -1.73 -0.52 -3.54
25 C -2.02 -0.97 -4.81
26 C -3.32 -0.83 -5.27
27 N -4.31 -0.29 -4.55
28 C -4.01 0.13 -3.33
29 C -2.74 0.05 -2.77
30 H -1.26 -1.41 -5.44
31 H -3.58 -1.17 -6.27
32 H -4.82 0.56 -2.76
33 H -2.57 0.42 -1.77
34 N 1.84 -1.03 -0.21
35 C 2.30 -0.68 1.12
36 C 2.05 -1.54 2.18
37 C 2.46 -1.17 3.45
38 C 3.10 0.04 3.66
39 C 3.33 0.90 2.59
40 C 2.93 0.54 1.31
41 H 1.78 -2.04 -0.33
42 H 2.48 -0.70 -0.93
43 H 1.55 -2.48 2.01
44 H 2.27 -1.84 4.28
45 H 3.43 0.32 4.66
46 H 3.84 1.84 2.75
47 H 3.11 1.20 0.48

Gap between HOMO and LUMO   8.1194 eV
Net charge   +1
Relative energy (zero: lowest compared OMol25 entry of this formula, charge and spin)   0.0 kJ/mol
LUMO energy   -3.5287 eV
HOMO   -0.42806 Ha

No. 7
Molecular formula: C47H58BF2NO8SeTa
Method: DFT, ωB97M-V/def2-TZVPD

Atoms and positions in Å:
1 Ta -0.32 -0.23 -0.28
2 C -2.82 0.41 1.94
3 O -2.25 -0.39 0.86
4 C -3.15 -1.40 0.45
5 C -4.10 -1.11 -0.52
6 C -4.16 0.22 -1.22
7 C -3.63 0.10 -2.62
8 C -4.46 0.08 -3.73
9 C -3.97 -0.10 -5.02
10 C -2.60 -0.24 -5.18
11 C -1.73 -0.22 -4.10
12 C -0.25 -0.45 -4.27
13 C 0.11 -1.85 -3.85
14 C -0.28 -2.94 -4.63
15 C 0.00 -4.25 -4.26
16 C 0.71 -4.45 -3.08
17 C 1.12 -3.40 -2.28
18 C 1.86 -3.64 -0.98
19 C 0.92 -4.16 0.07
20 C 0.93 -5.50 0.43
21 C 0.02 -6.03 1.35
22 C -0.91 -5.17 1.91
23 C -0.95 -3.82 1.57
24 C -2.02 -2.92 2.13
25 C -3.07 -2.63 1.08
26 C -3.97 -3.62 0.69
27 C -4.93 -3.39 -0.29
28 C -4.98 -2.13 -0.88
29 C -5.90 -4.47 -0.76
30 C -7.34 -4.00 -0.51
31 C -5.69 -5.79 -0.02
32 C -5.69 -4.72 -2.26
33 C -0.04 -3.34 0.65
34 O -0.15 -2.01 0.26
35 C 0.07 -7.52 1.68
36 C -0.14 -8.33 0.39
37 C 1.44 -7.86 2.28
38 C -1.01 -7.93 2.68
39 C 0.78 -2.11 -2.67
40 O 1.20 -1.04 -1.85
41 C 2.49 -0.52 -2.29
42 C -0.46 -5.45 -5.07
43 C -1.22 -5.04 -6.33
44 C 0.76 -6.29 -5.49
45 C -1.40 -6.31 -4.20
46 C -2.27 -0.08 -2.84
47 O -1.42 -0.14 -1.74
48 C -4.95 -0.13 -6.20
49 C -4.24 -0.36 -7.53
50 C -5.70 1.20 -6.27
51 C -5.95 -1.28 -5.98
52 H -3.27 -0.28 2.65
53 H -2.02 0.97 2.42
54 H -3.57 1.08 1.53
55 H -5.20 0.57 -1.27
56 H -3.60 0.98 -0.68
57 H -5.52 0.22 -3.57
58 H -2.17 -0.36 -6.17
59 H 0.01 -0.29 -5.32
60 H 0.31 0.29 -3.69
61 H -0.82 -2.74 -5.54
62 H 0.95 -5.46 -2.76
63 H 2.65 -4.38 -1.13
64 H 2.33 -2.72 -0.66
65 H 1.67 -6.14 -0.02
66 H -1.63 -5.53 2.63
67 H -2.48 -3.41 2.99
68 H -1.58 -1.98 2.49
69 H -3.90 -4.58 1.17
70 H -5.71 -1.92 -1.65
71 H -7.51 -3.80 0.55
72 H -7.57 -3.09 -1.07
73 H -8.05 -4.76 -0.83
74 H -5.85 -5.69 1.06
75 H -6.41 -6.53 -0.38
76 H -4.69 -6.20 -0.19
77 H -5.88 -3.82 -2.85
78 H -4.66 -5.04 -2.46
79 H -6.36 -5.49 -2.61
80 H 0.65 -8.13 -0.34
81 H -0.12 -9.40 0.61
82 H -1.10 -8.09 -0.07
83 H 2.25 -7.65 1.58
84 H 1.62 -7.29 3.19
85 H 1.49 -8.92 2.53
86 H -2.02 -7.73 2.30
87 H -0.94 -9.00 2.88
88 H -0.90 -7.41 3.63
89 H 2.47 -0.43 -3.38
90 H 2.65 0.44 -1.83
91 H 3.27 -1.24 -2.00
92 H -0.61 -4.43 -7.00
93 H -1.53 -5.93 -6.88
94 H -2.13 -4.48 -6.09
95 H 1.44 -5.70 -6.10
96 H 1.30 -6.66 -4.63
97 H 0.44 -7.15 -6.08
98 H -2.26 -5.73 -3.88
99 H -1.75 -7.17 -4.77
100 H -0.89 -6.69 -3.31
101 H -3.54 0.44 -7.76
102 H -3.69 -1.31 -7.55
103 H -4.97 -0.40 -8.33
104 H -5.01 2.03 -6.40
105 H -6.39 1.19 -7.12
106 H -6.29 1.38 -5.37
107 H -5.44 -2.24 -5.91
108 H -6.54 -1.13 -5.08
109 H -6.64 -1.33 -6.82
110 O 1.20 2.21 0.21
111 O 1.02 1.12 -0.69
112 F -0.03 3.05 2.02
113 B 0.09 2.13 1.07
114 F -1.11 1.83 0.28
115 Se 2.46 -0.70 1.51
116 C 3.61 0.63 0.97
117 N 4.42 1.35 0.60
118 O 1.25 0.29 2.42
119 O 0.08 0.63 1.65

Gap between HOMO and LUMO   7.3449 eV
Net charge   +1
Relative energy (zero: lowest compared OMol25 entry of this formula, charge and spin)   42.1 kJ/mol
LUMO energy   -3.7770 eV
HOMO   -0.40873 Ha

No. 8
Molecular formula: C2H9N2O
Method: DFT, ωB97M-V/def2-TZVPD

Atoms and positions in Å:
1 C 0.06 -1.63 1.20
2 N -1.14 1.25 -0.62
3 C -1.13 0.32 0.43
4 N 0.04 -0.19 0.92
5 H -0.88 -2.13 1.25
6 H 0.76 -1.96 2.01
7 H 0.72 -2.20 0.43
8 H -0.37 1.74 -1.06
9 H -2.11 1.74 -0.65
10 H -2.03 -0.11 0.91
11 H 0.93 0.13 0.57
12 H 1.74 0.26 -2.00
13 H 1.89 1.76 -1.94
14 O 1.51 1.02 -1.43

Gap between HOMO and LUMO (alpha / beta)   4.7835 / 8.8261 eV
Net charge   0
Relative energy (zero: lowest compared OMol25 entry of this formula, charge and spin)   87.7 kJ/mol
LUMO energy (alpha / beta)   0.5289 / 0.5124 eV
Expectation value of S²   0.753
HOMO (alpha / beta)   -0.15636 / -0.30552 Ha
Spin multiplicity   2

No. 9
Molecular formula: C48H62AsGe2N2OPSn
Method: DFT, ωB97M-V/def2-TZVPD

Atoms and positions in Å:
1 Sn -0.48 0.71 -0.79
2 C 4.82 1.91 1.71
3 C 3.34 1.57 1.48
4 Ge 2.77 2.34 -0.23
5 C 3.37 1.51 -1.89
6 C 4.88 1.75 -2.04
7 C 3.16 4.24 -0.26
8 C 2.31 5.26 -0.11
9 Ge 0.44 4.90 0.09
10 C -0.64 4.66 -1.49
11 C -1.11 6.03 -2.04
12 C -0.48 4.76 1.77
13 C -0.86 6.15 2.34
14 C 2.56 6.72 -0.06
15 C 1.45 7.56 0.00
16 C 1.57 8.94 0.05
17 C 2.85 9.49 0.04
18 C 3.97 8.66 -0.02
19 C 3.83 7.29 -0.07
20 H 5.10 1.63 2.72
21 H 5.03 2.98 1.60
22 H 5.48 1.36 1.03
23 H 2.72 2.01 2.26
24 H 3.17 0.50 1.46
25 H 2.82 1.95 -2.72
26 H 3.15 0.44 -1.86
27 H 5.14 2.81 -1.99
28 H 5.20 1.40 -3.03
29 H 5.46 1.21 -1.30
30 H 4.22 4.47 -0.40
31 H -1.49 4.04 -1.20
32 H -0.05 4.13 -2.24
33 H -1.68 6.59 -1.30
34 H -1.76 5.87 -2.90
35 H -0.27 6.64 -2.37
36 H 0.17 4.22 2.46
37 H -1.37 4.16 1.57
38 H 0.03 6.74 2.56
39 H -1.40 6.01 3.28
40 H -1.50 6.71 1.67
41 H 0.43 7.13 0.00
42 H 0.70 9.57 0.09
43 H 2.97 10.56 0.09
44 H 4.96 9.10 -0.03
45 H 4.72 6.66 -0.12
46 C -3.32 -1.74 -1.32
47 N -4.22 -0.77 -0.73
48 C -5.61 -1.18 -0.44
49 C -6.19 -0.31 0.66
50 C -6.00 1.14 0.30
51 N -4.58 1.41 0.00
52 C -4.09 2.77 0.23
53 C -3.77 0.45 -0.44
54 O -2.51 0.74 -0.62
55 H -3.91 -2.60 -1.64
56 H -2.58 -2.08 -0.59
57 H -2.82 -1.33 -2.20
58 H -5.58 -2.22 -0.13
59 H -6.21 -1.11 -1.35
60 H -5.69 -0.53 1.60
61 H -7.25 -0.53 0.78
62 H -6.29 1.79 1.13
63 H -6.60 1.42 -0.57
64 H -4.92 3.46 0.10
65 H -3.31 3.02 -0.49
66 H -3.70 2.88 1.25
67 C 0.04 -3.32 -0.40
68 C 0.36 -3.40 -1.90
69 As -0.03 -5.18 -2.66
70 C 1.00 -6.42 -1.71
71 C 2.23 -6.07 -1.12
72 C 2.95 -7.02 -0.45
73 C 2.50 -8.34 -0.40
74 C 1.30 -8.71 -1.02
75 C 0.56 -7.77 -1.70
76 C -1.88 -5.57 -2.32
77 C -2.28 -6.12 -1.11
78 C -3.63 -6.39 -0.90
79 C -4.55 -6.11 -1.91
80 C -4.14 -5.57 -3.12
81 C -2.80 -5.29 -3.33
82 P 0.41 -1.69 0.44
83 C 2.16 -1.86 0.87
84 C 2.58 -1.97 2.20
85 C 3.93 -2.14 2.47
86 C 4.86 -2.18 1.44
87 C 4.44 -2.04 0.12
88 C 3.10 -1.87 -0.16
89 C -0.58 -1.81 1.94
90 C -1.35 -0.72 2.34
91 C -2.12 -0.78 3.49
92 C -2.12 -1.93 4.25
93 C -1.35 -3.03 3.87
94 C -0.59 -2.97 2.72
95 H 0.64 -4.05 0.15
96 H -1.01 -3.54 -0.22
97 H 1.41 -3.21 -2.12
98 H -0.24 -2.69 -2.48
99 H 2.61 -5.05 -1.19
100 H 3.89 -6.76 0.02
101 H 3.10 -9.10 0.09
102 H 0.97 -9.74 -0.99
103 H -0.35 -8.06 -2.21
104 H -1.56 -6.36 -0.33
105 H -3.95 -6.83 0.03
106 H -5.60 -6.36 -1.75
107 H -4.86 -5.38 -3.90
108 H -2.48 -4.90 -4.29
109 H 1.87 -1.93 3.01
110 H 4.26 -2.24 3.50
111 H 5.91 -2.31 1.67
112 H 5.17 -2.06 -0.69
113 H 2.78 -1.75 -1.19
114 H -1.35 0.20 1.76
115 H -2.71 0.08 3.80
116 H -2.71 -1.98 5.16
117 H -1.35 -3.92 4.48
118 H 0.01 -3.83 2.44

Gap between HOMO and LUMO (alpha / beta)   5.3617 / 4.7772 eV
Net charge   +4
Relative energy (zero: lowest compared OMol25 entry of this formula, charge and spin)   49.4 kJ/mol
LUMO energy (alpha / beta)   -11.5472 / -11.8067 eV
HOMO (alpha / beta)   -0.62139 / -0.60945 Ha

No. 10
Molecular formula: C2HNS2
Method: DFT, ωB97M-V/def2-TZVPD

Atoms and positions in Å:
1 N -3.75 1.18 0.02
2 C -2.79 0.59 -0.05
3 C -1.53 -0.13 -0.01
4 S -1.68 -1.75 0.02
5 S -0.16 0.98 0.00
6 H 1.00 0.34 -0.33

Gap between HOMO and LUMO   8.0861 eV
Net charge   0
SMILES   N#CC(=S)S
Relative energy (zero: lowest compared OMol25 entry of this formula, charge and spin)   3.0 kJ/mol
LUMO energy   -1.6518 eV
HOMO   -0.35786 Ha